# 1
Formula: C33H51BrMnNP3
Source: the OMol25 dataset
Level of theory: ωB97M-V/def2-TZVPD

Structure (XYZ):
```
90
Properties=species:S:1:pos:R:3
N 3.00328 -3.88333 3.95428
C 2.13231 -4.54200 3.18571
C 1.99232 -4.30813 1.81682
C 2.79534 -3.32133 1.19227
C 3.72472 -2.63531 2.00920
C 3.78341 -2.96372 3.37066
C 2.62363 -2.99252 -0.20744
Mn -0.71970 0.71628 0.06697
P -1.00949 1.63085 -1.97123
C 3.09992 -1.82354 -0.74231
C 2.79775 -1.30098 -2.05353
C 3.48963 -0.13495 -2.48787
C 3.12623 0.54209 -3.64578
C 2.02651 0.06718 -4.37150
C 1.40276 -1.14209 -4.06196
C 1.81247 -1.83903 -2.91744
Br 1.39917 1.09761 -5.90286
H 2.15363 -3.75769 -0.83329
H 3.74283 -1.17445 -0.16245
H 1.23291 -4.85752 1.24562
H 4.40603 -1.87337 1.61162
H 1.50633 -5.29963 3.66841
H 4.49698 -2.45889 4.02790
H 4.32222 0.25966 -1.90144
H 1.33995 -2.78309 -2.65911
H 3.62433 1.44408 -3.96291
H 0.59639 -1.48303 -4.69348
P 0.89613 1.42042 1.61765
C -1.76665 0.45249 -3.13114
C -1.87214 0.87286 -4.58921
H -2.76463 0.21339 -2.73806
H -1.17986 -0.47841 -3.08007
H -2.43531 0.10711 -5.14104
H -2.39718 1.82720 -4.72769
H -0.88010 0.94575 -5.06317
C 0.35252 2.54863 -2.72905
C 0.01726 3.72498 -3.64618
H 0.93864 1.81179 -3.28236
H 1.01028 2.89693 -1.92051
H 0.94561 4.02635 -4.15204
H -0.70201 3.47125 -4.43668
H -0.35663 4.59093 -3.08014
C -2.19733 2.84743 -1.32215
C -3.17104 3.35757 -2.37315
H -1.62272 3.68840 -0.90959
H -2.76555 2.40426 -0.48407
H -3.83793 4.07220 -1.88048
H -2.65889 3.88503 -3.18846
H -3.78174 2.54494 -2.78614
C -0.36893 1.97617 2.83211
C -1.50832 2.81328 2.24399
H 0.18721 2.54436 3.59100
H -0.77332 1.07811 3.33298
H -1.99088 3.36903 3.05643
H -1.16058 3.55647 1.50790
H -2.29373 2.18685 1.78218
C 1.67416 2.94180 0.94704
C 3.05550 2.74647 0.31126
H 1.73859 3.62994 1.80449
H 0.97929 3.39058 0.21596
H 3.50127 3.73258 0.11599
H 3.74907 2.19680 0.96383
H 2.99545 2.21484 -0.64902
C 2.22285 0.65749 2.60319
C 1.83499 0.02740 3.94764
H 2.96115 1.45329 2.79857
H 2.71178 -0.09442 1.96137
H 2.75224 -0.21637 4.50646
H 1.23540 0.71258 4.56972
H 1.28346 -0.91315 3.81863
C -0.61711 -1.98637 2.37990
P -1.58010 -1.26207 0.98911
C -1.20537 -2.31432 -0.45556
C -3.27717 -1.60669 1.53133
C -3.84509 -0.84786 2.57171
C -5.02292 -1.27070 3.18713
C -5.66959 -2.43281 2.75660
C -5.13106 -3.15871 1.68665
C -3.95498 -2.73685 1.06011
H 0.41709 -2.17294 2.06504
H -1.07368 -2.93295 2.68592
H -0.64557 -1.30783 3.23429
H -0.99333 -3.35225 -0.16528
H -2.05566 -2.29333 -1.15088
H -0.30956 -1.92271 -0.96493
H -3.33356 0.04613 2.93439
H -5.43099 -0.71103 4.02549
H -6.57581 -2.77286 3.25293
H -5.62027 -4.07258 1.35234
H -3.53447 -3.30999 0.23083
```

Results
⟨S²⟩: 8.7660
ΔE to the lowest compared entry with this formula, charge and spin: 0.0 kcal per mole
Gap between HOMO and LUMO (alpha / beta): 7.66 / 6.62 eV
Maximum force: 0.0401 hartree/bohr
Total charge: +2
Spin multiplicity: 6
E_LUMO (alpha / beta): -5.370 / -6.413 eV

Calculated atomic charges, method Löwdin, unit e: number 1, N, carries 0.07; number 2, C, carries -0.13; number 3, C, carries -0.04; number 4, C, carries -0.24; number 5, C, carries -0.03; number 6, C, carries -0.13; number 7, C, carries -0.03; number 8, Mn, carries 0.51; number 9, P, carries 0.85; number 10, C, carries -0.04; number 11, C, carries -0.22; number 12, C, carries -0.02; number 13, C, carries -0.11; number 14, C, carries -0.62; number 15, C, carries -0.11; number 16, C, carries -0.02; number 17, Br, carries 0.83; number 18, H, carries 0.12; number 19, H, carries 0.10; number 20, H, carries 0.12; number 21, H, carries 0.11; number 22, H, carries 0.12; number 23, H, carries 0.12; number 24, H, carries 0.12; number 25, H, carries 0.11; number 26, H, carries 0.11; number 27, H, carries 0.11; number 28, P, carries 0.86; number 29, C, carries -0.38; number 30, C, carries -0.14; number 31, H, carries 0.09; number 32, H, carries 0.06; number 33, H, carries 0.09; number 34, H, carries 0.07; number 35, H, carries -0.03; number 36, C, carries -0.38; number 37, C, carries -0.13; number 38, H, carries 0.02; number 39, H, carries 0.06; number 40, H, carries 0.09; number 41, H, carries 0.07; number 42, H, carries 0.08; number 43, C, carries -0.41; number 44, C, carries -0.12; number 45, H, carries 0.09; number 46, H, carries 0.07; number 47, H, carries 0.09; number 48, H, carries 0.07; number 49, H, carries 0.08; number 50, C, carries -0.40; number 51, C, carries -0.14; number 52, H, carries 0.10; number 53, H, carries 0.07; number 54, H, carries 0.10; number 55, H, carries 0.07; number 56, H, carries 0.05; number 57, C, carries -0.39; number 58, C, carries -0.12; number 59, H, carries 0.10; number 60, H, carries 0.06; number 61, H, carries 0.09; number 62, H, carries 0.07; number 63, H, carries 0.05; number 64, C, carries -0.36; number 65, C, carries -0.12; number 66, H, carries 0.09; number 67, H, carries 0.06; number 68, H, carries 0.09; number 69, H, carries 0.08; number 70, H, carries 0.05; number 71, C, carries -0.21; number 72, P, carries 0.83; number 73, C, carries -0.25; number 74, C, carries -0.39; number 75, C, carries -0.10; number 76, C, carries -0.06; number 77, C, carries -0.04; number 78, C, carries -0.05; number 79, C, carries -0.08; number 80, H, carries 0.03; number 81, H, carries 0.08; number 82, H, carries 0.03; number 83, H, carries 0.07; number 84, H, carries 0.06; number 85, H, carries 0.01; number 86, H, carries 0.09; number 87, H, carries 0.12; number 88, H, carries 0.12; number 89, H, carries 0.12; number 90, H, carries 0.10

=====

# 2
Formula: C33H51ClINO3P2PdS2
Source: the OMol25 dataset
Level of theory: ωB97M-V/def2-TZVPD

Structure (XYZ):
```
95
Properties=species:S:1:pos:R:3
Pd -0.36992 0.31658 -0.83340
Cl 5.46320 0.22831 3.33649
C 4.01275 -0.15684 2.44102
C 3.48959 -1.41233 2.52097
C 2.31215 -1.74886 1.82780
I 1.47520 -3.64720 2.05308
C 1.63588 -0.85062 1.00560
O 0.53253 -1.16534 0.37653
C 2.22236 0.47041 0.92918
N 1.54573 1.35489 0.16357
C 1.94361 2.59524 0.10154
C 3.06903 3.06329 0.81107
C 3.77923 2.18575 1.57712
C 3.37349 0.83117 1.65891
H 3.98362 -2.15373 3.13530
H 1.36691 3.25817 -0.53453
H 3.35408 4.10652 0.74562
H 4.64286 2.51399 2.14112
C -5.88002 2.46813 0.42329
C -4.71448 3.24443 1.06852
C -3.36456 2.55436 0.80857
C -3.56411 1.03108 0.79134
C -4.36274 0.65639 -0.47869
C -5.40416 1.74016 -0.83233
P -1.98947 0.11609 0.85177
C -1.31488 0.21838 2.56237
C -2.36745 0.03758 3.69515
C -2.61428 1.33660 4.46229
C -1.32970 1.84050 5.14347
C -0.08026 1.53602 4.29332
C -0.44821 1.46953 2.81353
C -2.40985 -1.68280 0.69537
C -3.60349 -2.18006 1.55203
C -4.18820 -3.48773 0.99519
C -3.06036 -4.37095 0.46963
C -2.44012 -3.72266 -0.78294
C -2.55547 -2.18794 -0.75153
H -6.70218 3.14582 0.19027
H -6.27532 1.73092 1.12990
H -4.88097 3.32696 2.14644
H -4.67929 4.26387 0.67452
H -2.63514 2.87197 1.54998
H -2.96331 2.85217 -0.16611
H -4.12971 0.74138 1.68177
H -4.86185 -0.30408 -0.32848
H -3.67075 0.53271 -1.31595
H -6.24468 1.28361 -1.35600
H -4.96430 2.46881 -1.52189
H -0.63426 -0.63718 2.57496
H -2.00070 -0.72162 4.39380
H -3.30964 -0.34098 3.31273
H -3.39347 1.17548 5.20903
H -2.99918 2.09686 3.77179
H -1.22999 1.37802 6.12858
H -1.40980 2.91792 5.31113
H 0.35767 0.57454 4.58488
H 0.68833 2.29188 4.46271
H 0.43737 1.42768 2.19651
H -0.97629 2.38722 2.53762
H -1.48998 -2.13363 1.07473
H -4.39615 -1.42921 1.62174
H -3.25343 -2.36903 2.56827
H -4.88810 -3.27249 0.17956
H -4.76049 -3.99361 1.77441
H -3.41984 -5.37670 0.24427
H -2.29969 -4.47638 1.25194
H -2.94726 -4.09654 -1.67649
H -1.38675 -4.00265 -0.86675
H -3.51509 -1.87184 -1.16709
H -1.78842 -1.75795 -1.37757
C -0.58267 2.78772 -6.06108
C 0.80569 2.30350 -5.69105
C 1.40221 1.33515 -6.69112
O 0.83778 1.74046 -4.34715
P -0.04225 0.62163 -3.66567
S 1.12050 -0.57108 -2.60304
S -1.49357 1.49469 -2.58274
O -0.67910 -0.14598 -4.90934
C -1.33830 -1.44147 -4.76587
C -0.96368 -2.25127 -5.98492
C -2.83292 -1.24184 -4.62203
H -0.52553 3.37263 -6.98203
H -0.99142 3.42053 -5.27224
H -1.26135 1.94645 -6.22333
H 1.46328 3.16164 -5.59452
H 0.73194 0.49228 -6.86394
H 2.35927 0.95580 -6.32777
H 1.56888 1.85223 -7.64002
H -0.93792 -1.92278 -3.87485
H -1.28492 -1.73232 -6.89257
H -1.45316 -3.22852 -5.94972
H 0.11555 -2.40202 -6.02943
H -3.23066 -0.72593 -5.50140
H -3.06172 -0.64662 -3.73730
H -3.32712 -2.21260 -4.53083
```

Results
ΔE to the lowest compared entry with this formula, charge and spin: 16.6 kcal per mole
Gap between HOMO and LUMO (alpha / beta): 7.15 / 7.15 eV
Maximum force: 0.0247 hartree/bohr
Total charge: 0
E_LUMO (alpha / beta): -0.183 / -0.182 eV

Calculated atomic charges, method Löwdin, unit e: number 1, Pd, carries 0.36; number 2, Cl, carries 0.67; number 3, C, carries -0.61; number 4, C, carries -0.18; number 5, C, carries -0.64; number 6, I, carries 0.90; number 7, C, carries -0.45; number 8, O, carries -0.32; number 9, C, carries -0.18; number 10, N, carries 0.03; number 11, C, carries -0.12; number 12, C, carries -0.04; number 13, C, carries -0.02; number 14, C, carries -0.17; number 15, H, carries 0.09; number 16, H, carries 0.11; number 17, H, carries 0.10; number 18, H, carries 0.09; number 19, C, carries -0.20; number 20, C, carries -0.18; number 21, C, carries -0.20; number 22, C, carries -0.43; number 23, C, carries -0.21; number 24, C, carries -0.19; number 25, P, carries 1.06; number 26, C, carries -0.38; number 27, C, carries -0.18; number 28, C, carries -0.19; number 29, C, carries -0.19; number 30, C, carries -0.18; number 31, C, carries -0.20; number 32, C, carries -0.40; number 33, C, carries -0.19; number 34, C, carries -0.19; number 35, C, carries -0.19; number 36, C, carries -0.18; number 37, C, carries -0.22; number 38, H, carries 0.11; number 39, H, carries 0.11; number 40, H, carries 0.10; number 41, H, carries 0.11; number 42, H, carries 0.08; number 43, H, carries 0.10; number 44, H, carries 0.10; number 45, H, carries 0.10; number 46, H, carries 0.04; number 47, H, carries 0.11; number 48, H, carries 0.11; number 49, H, carries 0.10; number 50, H, carries 0.12; number 51, H, carries 0.07; number 52, H, carries 0.11; number 53, H, carries 0.10; number 54, H, carries 0.11; number 55, H, carries 0.11; number 56, H, carries 0.12; number 57, H, carries 0.11; number 58, H, carries 0.07; number 59, H, carries 0.10; number 60, H, carries 0.08; number 61, H, carries 0.09; number 62, H, carries 0.11; number 63, H, carries 0.11; number 64, H, carries 0.11; number 65, H, carries 0.11; number 66, H, carries 0.11; number 67, H, carries 0.11; number 68, H, carries 0.11; number 69, H, carries 0.10; number 70, H, carries 0.06; number 71, C, carries -0.05; number 72, C, carries -0.43; number 73, C, carries -0.04; number 74, O, carries -0.31; number 75, P, carries -0.12; number 76, S, carries 0.42; number 77, S, carries 0.35; number 78, O, carries -0.32; number 79, C, carries -0.47; number 80, C, carries -0.04; number 81, C, carries -0.05; number 82, H, carries 0.09; number 83, H, carries 0.08; number 84, H, carries 0.08; number 85, H, carries 0.14; number 86, H, carries 0.07; number 87, H, carries 0.09; number 88, H, carries 0.09; number 89, H, carries 0.09; number 90, H, carries 0.09; number 91, H, carries 0.09; number 92, H, carries 0.09; number 93, H, carries 0.09; number 94, H, carries 0.04; number 95, H, carries 0.09